# 1
Molecular formula: C28H52F6N2O2S2Si2
Method: DFT, ωB97M-V/def2-TZVPD

Calculated values
Strongest force on any atom: 4.031 eV/A
Kohn-Sham gap: 0.3106 Eh
Energy: -3332.820612 Eh
LUMO: 0.3 eV
Spin multiplicity: 1

Last column: Mulliken charge in e.
CARTESIAN COORDINATES (ANGSTROEM)
S: -2.583933 -3.780676 -2.087035  -0.231
S: -2.869081 -3.037450 0.742923  -0.254
Si: 1.138781 0.444471 5.820256  0.012
Si: -0.092120 -1.798140 4.587651  -0.059
F: 1.063784 1.716774 8.584553  -0.246
F: 0.727272 3.033264 5.462388  -0.293
F: 1.461422 3.658985 7.724083  -0.216
F: -1.039355 2.031057 6.169589  -0.275
F: -0.511909 3.133349 8.301647  -0.301
F: 1.198027 -0.647079 6.970688  -0.273
O: -1.828377 -4.593891 5.688867  -0.517
O: 0.215266 -0.156723 4.584543  0.271
N: -3.508733 -1.394916 -1.298188  0.203
N: -1.126325 -2.271093 5.945242  -0.415
C: 4.856127 3.532504 6.562210  -0.373
C: -0.795529 0.248308 -2.266453  -0.080
C: 2.842401 0.838134 5.179759  -0.849
C: 4.192069 4.515438 5.577732  -1.148
C: -3.744924 -1.195635 -2.730532  -0.852
C: 3.180498 -2.384105 -3.164839  -0.622
C: 4.662077 -1.953223 -3.175721  -1.252
C: -1.148860 -3.604993 0.838786  -0.269
C: -4.481854 0.088321 -3.076546  -0.500
C: -4.807370 0.135079 -4.580496  -1.432
C: -1.245142 -0.280140 -0.869876  0.128
C: 4.939371 2.141448 5.906969  -0.841
C: -2.306243 2.124417 -6.579623  -1.155
C: -3.024056 -2.635611 -1.005987  0.370
C: 2.292919 -1.334035 -2.474608  -0.327
C: 3.772515 1.210311 6.354554  -0.614
C: -3.582761 0.181543 -5.497937  -0.362
C: -2.755339 -0.308858 -0.634304  -1.674
C: -0.454158 -3.307886 2.189312  -0.789
C: -0.135087 -0.856615 -3.120304  -0.457
C: -1.072682 -2.167762 3.024689  -0.351
C: -1.430123 1.301469 -8.836051  -1.372
C: -1.170323 1.354140 -7.314888  -0.174
C: 0.281882 2.094938 6.347834  0.713
C: -2.633034 1.373049 -5.268185  -0.174
C: -1.504079 -3.441468 5.853352  0.773
C: 0.614687 2.652023 7.764091  0.574
C: 1.353618 -0.567947 -3.436037  -1.185
H: -0.525652 -3.224249 0.036848  -0.085
H: 3.076339 -3.361517 -2.703732  0.389
H: -4.384893 -2.015705 -3.050217  0.795
H: -1.885343 3.083249 -6.286946  0.367
H: -1.681845 0.967657 -4.938128  -0.400
H: -5.538513 0.908590 -4.798080  0.372
H: 5.854246 3.915420 6.757665  0.345
H: -1.114038 2.204704 -9.344277  0.331
H: 4.267587 3.525903 7.475482  0.290
H: 4.750675 4.478287 4.645343  0.409
H: 5.890307 1.699880 6.195142  0.366
H: -3.832579 0.947017 -2.893620  0.092
H: 4.788179 -1.234737 -3.981423  0.296
H: 2.907467 -2.495483 -4.211415  0.276
H: 5.278832 -2.819397 -3.403078  0.368
H: 4.879800 2.217024 4.825028  0.461
H: 2.765802 1.641926 4.452823  0.478
H: -0.086464 1.057447 -2.119647  1.049
H: -2.093662 -2.421483 3.303256  0.546
H: -0.753063 -1.225294 -0.663758  -0.366
H: -0.847853 0.425591 -0.137487  0.365
H: -3.038887 2.091758 -4.559164  0.656
H: 3.174363 4.196443 5.356392  0.125
H: 3.221160 -0.050191 4.677713  0.511
H: -0.206730 1.806569 -7.109014  0.389
H: -1.156202 -4.681974 0.710479  0.560
H: 4.172220 5.531357 5.956880  0.363
H: 1.520852 -0.905426 -4.456339  0.484
H: 4.962254 -1.521861 -2.227359  0.369
H: 3.243476 1.711761 7.164093  0.233
H: 2.929513 -0.603898 -1.976298  0.473
H: -5.384434 0.258641 -2.493705  0.377
H: -0.660501 -0.949426 -4.073663  0.209
H: -0.228398 -1.827660 -2.645894  0.369
H: -1.686308 0.630884 -2.749736  -0.630
H: 4.202746 0.312721 6.787813  0.385
H: -5.309367 -0.814747 -4.789979  0.399
H: -1.195228 0.329425 -6.951100  0.208
H: 1.181742 -2.540158 4.616297  -0.148
H: 1.535519 0.501560 -3.411879  0.414
H: -3.072804 -0.777906 -5.463361  0.450
H: -2.498013 1.156242 -8.973088  0.334
H: 1.719173 -1.800981 -1.677149  0.085
H: -2.851561 -1.266260 -3.348364  0.242
H: -3.959999 0.266781 -6.519191  0.513
H: -2.894090 -0.459051 0.432064  0.663
H: -0.933742 0.429931 -9.253884  0.367
H: -0.448858 -4.213994 2.793450  0.398
H: -3.147541 0.679648 -0.848439  0.415
H: 0.593188 -3.061578 2.023777  0.354
H: -3.182904 2.227233 -7.210392  0.466
H: -1.087550 -1.268421 2.407646  0.114

Atomic forces in eV per Å
S -0.087 -0.119 -0.221
S -0.073 0.674 -0.141
Si 0.504 0.426 -1.576
Si -0.928 0.437 -1.077
F 0.504 -0.530 0.141
F 0.241 0.271 -0.381
F 0.896 0.184 -0.117
F -0.780 -0.208 0.293
F -0.309 0.061 0.243
F -0.063 -0.041 0.331
O 0.817 3.845 0.895
O 0.127 -0.706 1.242
N 0.955 0.296 -0.645
N -0.247 -1.863 -0.267
C -0.253 0.552 -1.300
C -0.178 -1.255 0.707
C -0.476 -0.373 1.099
C 0.097 -0.494 0.240
C -1.191 0.240 -0.276
C 0.618 0.453 0.167
C -0.635 -0.561 -0.334
C 0.516 -0.665 0.348
C 0.532 0.832 -0.460
C 0.011 -1.163 0.463
C 0.279 0.947 -0.509
C -0.488 -0.179 1.115
C 1.391 -0.677 0.870
C 0.335 -0.751 0.430
C 0.119 0.385 -0.389
C 0.669 0.420 -0.561
C -0.501 0.621 -0.213
C 0.288 -0.150 1.107
C -0.485 0.242 0.507
C 0.145 0.923 -0.684
C 0.746 -0.167 -0.018
C 0.147 -0.379 0.784
C -1.304 0.224 -0.889
C 1.020 -0.302 0.044
C -0.177 -0.066 -0.929
C -0.267 -2.103 -0.657
C -1.728 0.532 0.018
C -0.621 -0.944 0.352
H -0.371 0.322 -0.293
H -0.029 -0.108 0.159
H 0.048 -0.200 -0.020
H -0.386 0.423 -0.251
H 0.136 0.312 0.608
H 0.150 0.336 -0.026
H 0.109 -0.053 0.309
H 0.007 0.124 -0.155
H 0.212 -0.182 0.277
H 0.032 0.250 -0.145
H 0.083 -0.216 -0.205
H -0.024 0.102 0.274
H 0.257 0.276 0.101
H -0.341 -0.154 -0.048
H 0.271 0.036 0.016
H 0.361 0.147 -0.137
H -0.029 0.112 -0.102
H -0.036 0.201 -0.100
H -0.138 0.152 -0.024
H -0.173 -0.252 0.084
H -0.107 -0.040 0.259
H -0.003 -0.158 0.305
H -0.146 0.078 0.005
H 0.056 -0.037 -0.226
H 0.198 -0.111 0.194
H -0.021 -0.129 -0.165
H -0.039 0.169 0.010
H 0.296 0.049 -0.115
H 0.141 0.042 0.111
H -0.155 -0.002 0.044
H 0.185 -0.026 0.100
H -0.079 -0.290 0.162
H -0.137 0.031 -0.023
H -0.046 -0.165 0.100
H 0.059 0.317 -0.251
H -0.180 -0.238 0.077
H -0.251 0.053 -0.206
H 0.294 -0.141 0.076
H 0.051 0.025 0.208
H 0.044 0.167 -0.015
H 0.216 -0.041 0.107
H -0.125 0.036 -0.283
H -0.197 -0.055 0.031
H 0.314 -0.102 0.284
H -0.065 -0.140 -0.097
H -0.152 0.067 0.091
H 0.196 0.088 -0.311
H -0.037 -0.133 0.035
H -0.408 -0.116 -0.355
H 0.116 -0.088 -0.280
H -0.128 0.230 -0.031
H -0.197 0.165 0.086

---

# 2
Molecular formula: C3H7NO
Method: DFT, ωB97M-V/def2-TZVPD

Calculated values
Strongest force on any atom: 4.731 eV/A
Kohn-Sham gap: 0.3559 Eh
Energy: -248.390242 Eh
LUMO: 0.7 eV
Spin multiplicity: 1

Last column: Mulliken charge in e.
CARTESIAN COORDINATES (ANGSTROEM)
O: 2.248152 -0.256372 -0.033921  -0.473
N: -0.072877 -1.479332 -0.634463  -0.778
C: -0.135730 -0.245937 0.168918  0.665
C: -1.343026 0.614706 0.357924  -1.176
C: 1.265397 0.429304 0.021833  -0.209
H: -1.207938 1.584275 -0.137621  0.293
H: 0.226996 -1.134188 -1.558000  0.273
H: 1.338496 1.464588 -0.362590  0.376
H: -1.415131 0.856456 1.413599  0.303
H: -2.286863 0.201911 0.019292  0.366
H: 0.592630 -0.131559 1.077012  0.022
H: 0.789897 -1.903849 -0.331981  0.338

Atomic forces in eV per Å
O 1.281 -0.462 0.375
N -0.253 0.753 0.396
C 3.617 1.022 0.143
C 0.252 0.810 0.077
C -1.186 1.018 -4.466
H -0.102 -0.082 -0.179
H -0.475 -0.295 0.125
H -0.213 0.606 1.095
H -0.412 -0.038 0.133
H 0.137 -0.350 -0.040
H -2.720 -2.307 2.097
H 0.073 -0.676 0.246

---

# 3
Molecular formula: C5H13N
Method: DFT, ωB97M-V/def2-TZVPD

Calculated values
Strongest force on any atom: 1.761 eV/A
Kohn-Sham gap: 0.3223 Eh
Energy: -253.022756 Eh
LUMO: 1.1 eV
Spin multiplicity: 1

Last column: Mulliken charge in e.
CARTESIAN COORDINATES (ANGSTROEM)
N: 0.419901 0.880862 0.207476  0.199
C: -0.706233 1.475634 0.871196  -0.983
C: 1.563706 0.568414 1.062925  -1.028
C: -1.307842 -1.523399 -0.376531  -1.028
C: 0.399906 0.258638 -1.060356  -1.069
C: 0.022262 -1.252244 -1.056307  -0.291
H: -1.463273 1.747340 0.143981  0.317
H: 2.470327 0.745098 0.474600  0.307
H: 1.619908 1.356194 1.813283  0.345
H: -0.325390 0.765065 -1.701930  0.409
H: -1.204178 0.761055 1.544088  0.304
H: -0.396362 2.351792 1.439534  0.335
H: 1.379615 0.331268 -1.531074  0.385
H: 0.875099 -1.705216 -0.537403  0.283
H: -1.892071 -2.302131 -0.860012  0.352
H: 0.121280 -1.629335 -2.079029  0.381
H: -1.903900 -0.615877 -0.488543  0.268
H: 1.543032 -0.456220 1.449203  0.289
H: -1.215788 -1.756938 0.684898  0.225

Atomic forces in eV per Å
N 1.287 0.691 0.983
C -0.216 -0.922 -0.234
C -0.458 0.832 -1.106
C -0.237 0.284 -0.395
C -1.109 -0.938 -0.633
C 1.356 0.413 0.191
H -0.059 0.288 -0.211
H 0.097 -0.481 -0.048
H -0.133 -0.441 0.536
H -0.003 0.231 -0.057
H -0.038 0.173 0.253
H -0.053 0.100 0.037
H 0.186 0.227 -0.064
H -0.292 -0.420 0.154
H 0.131 -0.276 0.036
H -0.415 0.024 0.004
H -0.212 -0.023 0.246
H 0.151 0.161 0.375
H 0.018 0.078 -0.068